Computed, not measured: 3 unconnected molecules or ions with the total composition C20H43BClNO9P at a distorted geometry, with wB97M-V/def2-TZVPD.

Summary:
orbital gap = 7.139 eV
HOMO = -0.1806 Ha

Geometry as ORCA input:
```
! wB97M-V def2-TZVPD RIJCOSX def2/J DEFGRID3
* xyz -1 1
H -3.198 -0.577 1.994
C 4.640 6.098 0.402
H -3.655 2.027 -4.323
B -0.819 0.589 0.918
C -4.331 -1.158 0.091
H -4.361 -0.834 -1.054
H 2.308 3.584 3.149
H -4.417 -3.459 -0.391
H -2.326 0.358 -0.919
H -4.310 0.777 1.298
N -1.789 2.285 3.155
C -3.505 -0.051 0.995
C 0.053 -1.145 -0.581
Cl 0.218 2.011 0.202
O -0.305 -0.920 -3.487
H -1.015 -3.665 -1.455
H 0.406 -4.836 -1.054
C -2.844 2.288 -5.012
H 2.858 -3.581 -0.186
H 5.734 6.122 0.441
C 1.857 -3.110 1.817
H 4.550 4.497 -1.016
H -1.390 -0.531 -6.088
H -0.961 -1.320 -1.187
C -4.480 -3.578 2.229
H 2.791 -1.711 0.241
O 4.667 3.708 0.861
H -2.195 2.593 2.233
H 3.458 -1.514 2.579
H -2.715 -2.658 -0.534
O -3.280 -3.132 1.469
C 4.087 3.342 2.026
C -0.660 0.037 -4.174
C 3.021 4.218 2.613
H 0.678 -0.391 -1.238
H -0.436 0.976 -6.129
H 3.478 4.920 3.314
H 0.964 -2.539 2.312
O -1.253 1.107 -3.599
H 2.442 4.764 1.869
O -4.847 -2.839 3.279
H -0.623 -4.070 0.437
H 3.175 -3.036 3.805
H -2.834 1.521 -5.791
C 0.861 -2.602 -0.716
H -0.688 2.635 -4.922
H -0.725 -1.217 3.569
H 1.280 -2.598 -1.834
O 4.484 2.347 2.632
H -1.583 3.118 -3.494
H -5.040 -4.516 1.808
C -2.286 0.699 0.195
C 4.156 4.725 -0.020
C -0.531 -0.006 -5.667
O -0.154 -0.721 0.811
H -3.072 3.251 -5.477
H -2.567 1.864 0.188
C -0.173 -3.880 -0.636
H 1.377 0.697 2.852
C 1.655 -4.712 2.105
H 2.203 -5.412 1.342
C 3.209 -2.658 2.690
P -0.878 0.986 2.834
C -1.522 2.350 -4.273
C 2.172 -2.713 0.260
H 3.066 4.667 -0.099
H 4.283 6.361 1.401
H 0.386 -0.550 -5.920
H 2.043 -5.020 3.191
H 4.296 6.861 -0.302
O 0.776 1.382 3.277
H 4.114 -3.241 2.175
H -5.456 -1.265 0.474
H 0.477 -4.897 2.141
C -3.691 -2.668 0.122
O -1.309 -0.431 3.784
*
```